1.
# C32H52F12O16

A 8-piece molecular cluster, C32H52F12O16 overall in a non-equilibrium geometry (ωB97M-V/def2-TZVPD, the OMol25 dataset).

The lowest unoccupied orbital energy comes out at 0.2065 eV. Its HOMO energy is -10.08 eV. Its SMILES is CCOC(=O)C(F)(F)F.CCOC(=O)C(F)(F)F.CCOC(=O)C(F)(F)F.CCOC(=O)C(F)(F)F.CCOC(C)=O.CCOC(C)=O.CCOC(C)=O.CCOC(C)=O. As for the spin multiplicity: 1.

```
112
Properties=species:S:1:pos:R:3:forces:R:3:lowdin_charge:R:1
C -0.81675 -6.85422 3.08585 0.8538 0.0980 -1.4594 -0.040
C 0.11417 -6.51181 1.85476 -0.7948 1.2393 1.2858 -0.177
O 1.49998 -6.30727 2.23635 1.4590 1.8894 2.1518 -0.014
C 1.80969 -5.22277 3.10278 -4.4047 0.7475 -0.9822 -0.274
O 1.00008 -4.36711 3.50310 2.3617 -2.7527 -1.2858 0.116
C 3.27481 -5.03009 3.45971 1.1036 -2.2034 0.7701 -0.484
F 4.03261 -6.04220 2.92564 -0.6395 0.9911 1.0905 0.134
F 3.73345 -3.90966 2.94228 -0.0391 0.3872 0.4747 0.184
F 3.40407 -5.03161 4.86088 -0.0068 0.1294 -2.7014 0.114
H -0.85619 -6.08807 3.86016 0.3286 0.0805 -0.2751 0.067
H -0.47366 -7.79342 3.51976 -0.2669 -0.0373 0.0010 0.076
H -1.82224 -6.93236 2.67234 -0.0482 -0.3365 0.1343 0.076
H -0.19725 -5.58726 1.36861 -0.2659 0.1910 0.2409 0.094
H 0.08885 -7.23767 1.04200 0.3734 -0.3863 0.5253 0.119
C -0.40761 -1.16276 -4.35921 -1.0099 0.0333 0.5144 -0.056
C 0.58398 -2.09846 -3.68099 0.2432 1.6702 -1.7470 -0.212
O -0.01967 -3.36584 -3.53497 0.7377 -1.6679 1.2177 0.018
C 0.71615 -4.42820 -3.06853 0.7825 1.8288 0.6565 -0.332
O 1.89951 -4.48758 -2.81244 -1.7923 0.3923 -0.5889 0.162
C -0.22582 -5.60865 -2.80446 0.0748 0.1192 -1.3780 -0.546
F -0.22233 -5.99885 -1.52728 -0.1795 0.1780 -0.3039 0.172
F -1.45889 -5.30770 -3.22148 -0.0636 -0.4875 0.6966 0.167
F 0.22577 -6.60703 -3.57840 -0.1461 -0.4050 0.3674 0.165
H -0.98403 -1.62252 -5.16199 0.3969 -0.0747 -0.2548 0.078
H 0.07298 -0.24018 -4.68477 0.1989 -0.2011 -0.1856 0.088
H -1.15556 -0.84427 -3.63310 -0.0825 -0.0224 0.1109 0.054
H 0.83737 -1.53592 -2.78242 0.3866 -0.9718 0.5149 0.121
H 1.42239 -2.16767 -4.37409 0.4105 -0.2907 0.4604 0.130
C -3.83324 0.76050 -5.27230 -1.2961 0.1827 -0.4096 -0.052
C -4.03346 -0.76330 -5.22243 0.9033 1.1480 -0.3027 -0.179
O -3.81334 -1.08420 -3.83495 -0.3595 -1.8873 1.1434 -0.004
C -4.31052 -2.22269 -3.28135 -2.6194 -1.0622 -2.7682 -0.296
O -5.05886 -3.04937 -3.83412 2.5225 2.4967 1.5089 0.133
C -3.95175 -2.36928 -1.79566 0.2144 1.0134 0.8510 -0.573
F -4.71666 -3.22912 -1.15855 -0.5151 -0.4996 -0.2896 0.196
F -2.69920 -2.74992 -1.65243 1.1466 -0.6357 -0.3372 0.180
F -4.03921 -1.20797 -1.11924 -0.4247 0.2431 -0.4111 0.146
H -3.03259 1.22232 -4.69457 0.2562 -0.7406 0.0493 0.061
H -4.74970 1.22921 -4.91381 -0.0686 0.1209 0.1244 0.078
H -3.74078 1.09614 -6.30521 0.1289 -0.1137 -0.0958 0.084
H -3.28473 -1.21122 -5.87578 0.2273 -0.4822 0.4516 0.113
H -4.99467 -1.08846 -5.62050 -0.1572 0.0878 0.5411 0.128
C 1.83743 -2.47567 0.19154 0.3645 0.4818 -0.0719 -0.034
C 0.36686 -2.51103 0.61725 2.0259 -0.2309 0.7286 -0.197
O -0.39275 -1.46287 0.04887 -0.8570 1.9789 -0.0504 0.016
C -0.57758 -0.29100 0.74931 1.2103 -2.0453 1.8732 -0.288
O -0.24718 -0.11204 1.91686 -0.6290 -0.0432 -2.7870 0.142
C -1.42581 0.72269 -0.04684 -0.9750 -0.1084 -1.0608 -0.536
F -0.95872 1.96448 0.05632 -0.0213 -0.4187 0.0112 0.173
F -1.64588 0.41203 -1.33904 1.5923 0.0261 -0.2309 0.143
F -2.67017 0.68501 0.41189 -0.4728 0.2657 1.6432 0.168
H 2.41252 -1.60605 0.50955 -0.3280 0.2140 0.4517 0.065
H 2.01407 -2.48516 -0.88401 -0.3775 -0.4089 -0.0883 0.064
H 2.31406 -3.34525 0.64404 0.0863 -0.1012 -0.1569 0.073
H 0.35680 -2.46839 1.70637 -0.3924 0.0394 -0.0089 0.110
H 0.05804 -3.50678 0.29911 -1.0384 0.4103 -0.1996 0.111
C 4.99982 3.13422 4.13701 -0.7916 -0.4685 0.0737 -0.059
C 5.50034 1.72080 3.93076 0.8331 0.4234 1.3840 -0.247
O 4.41192 0.83371 3.69866 -0.6135 -1.3803 0.2316 -0.060
C 3.74267 0.22638 4.77672 0.7247 2.0342 -0.3859 -0.496
C 2.67149 -0.71538 4.37768 0.3671 -0.7101 -0.3157 0.024
O 3.91866 0.55018 5.91951 0.5319 -0.1121 -0.2660 0.113
H 5.74763 3.82843 4.52037 0.1454 -0.0443 -0.4737 0.082
H 4.20227 3.11667 4.87979 -0.0448 -0.0134 0.0632 0.072
H 4.54431 3.40520 3.18456 0.1278 0.6711 0.0534 0.069
H 6.23519 1.71672 3.12572 -0.5617 -0.4735 -0.5641 0.117
H 6.09119 1.38761 4.78398 -0.2897 -0.1484 0.3240 0.117
H 1.78036 -0.40779 4.92482 -0.1079 -0.1510 -0.4195 0.092
H 2.96221 -1.69348 4.76097 -0.0676 -0.0826 0.1537 0.089
H 2.56796 -0.84035 3.29983 -0.3424 0.3558 0.1237 0.079
C -2.12862 4.04659 -4.79838 -0.1797 -0.3463 0.1217 -0.065
C -2.15272 4.29221 -3.30425 0.0103 0.5132 0.3340 -0.215
O -2.81073 3.23899 -2.56938 -0.8119 -0.2410 -0.1118 -0.041
C -4.17035 3.15533 -2.52094 -1.4951 1.3621 -0.4521 -0.473
C -4.64704 1.94655 -1.70366 -0.1793 0.6131 -0.4608 0.022
O -4.97042 3.94620 -3.05779 2.5732 -1.8160 1.1604 0.057
H -1.59163 4.81307 -5.35717 0.0022 0.1520 0.2529 0.081
H -3.14364 3.98608 -5.19104 0.0248 -0.0264 -0.0140 0.077
H -1.61040 3.10350 -4.97200 -0.0665 -0.0749 -0.1575 0.069
H -1.14321 4.30181 -2.89327 0.0400 -0.1881 -0.0505 0.115
H -2.58395 5.25242 -3.02115 -0.3250 -0.0266 -0.2085 0.122
H -4.98585 2.20440 -0.70026 0.3962 0.5112 0.0945 0.094
H -3.91044 1.14928 -1.60420 -0.2855 0.1754 -0.3878 0.042
H -5.58775 1.67012 -2.17984 0.2311 -0.5163 -0.1997 0.089
C 1.95604 5.17132 -0.35164 0.0392 -1.2125 -0.2584 -0.040
C 1.65967 4.08507 0.68596 -1.3454 1.0787 -0.0230 -0.248
O 2.66696 3.12149 0.83501 1.6286 -0.5604 0.3903 -0.015
C 2.67991 1.95572 0.16250 1.0798 -0.6552 -0.3145 -0.498
C 3.96303 1.14042 0.38637 -0.2472 -0.1714 0.3181 0.030
O 1.82572 1.54748 -0.57479 -0.8219 0.3637 -0.0600 0.103
H 2.45466 4.63472 -1.15883 -0.0473 0.5048 -0.4729 0.079
H 2.58465 5.98456 0.01111 0.0272 -0.2015 0.0781 0.077
H 0.99478 5.56904 -0.67705 0.1381 0.1162 -0.1977 0.070
H 1.53532 4.65206 1.60855 0.1496 -0.7705 0.4745 0.116
H 0.72710 3.55394 0.49543 0.0199 0.2619 -0.1967 0.095
H 3.91663 0.62607 1.34626 0.1297 0.6283 0.4729 0.062
H 4.87354 1.73234 0.29306 -0.1514 0.1087 0.3025 0.087
H 4.05692 0.27534 -0.27008 -0.4380 0.4501 -0.6265 0.078
C 0.88179 2.58058 3.99305 -1.0799 0.7596 0.0915 -0.022
C -0.61846 2.77301 3.56227 0.7716 -0.6907 1.3108 -0.191
O -0.72492 3.83330 2.63684 -0.2940 0.6449 -0.6527 -0.043
C -1.93384 4.29224 2.30633 -3.6118 0.6733 -0.7389 -0.471
C -1.82796 5.37856 1.13448 0.6208 -1.8014 2.1359 0.040
O -3.04334 3.92209 2.73895 3.4136 0.4730 -0.5949 0.061
H 0.99192 1.62586 4.50733 0.0111 0.0705 -0.1548 0.061
H 1.07722 3.37553 4.71275 0.0685 -0.0710 0.2614 0.076
H 1.67147 2.72926 3.25657 -0.4132 -0.4510 -0.5002 0.058
H -1.11654 1.87251 3.20294 0.3175 0.0367 -0.3470 0.106
H -1.15864 3.06273 4.46359 -0.1134 -0.0238 0.0508 0.121
H -2.73437 5.96429 0.98136 0.1146 -0.3601 0.1791 0.082
H -1.57779 4.72727 0.29702 0.0616 0.4754 -0.4015 0.062
H -0.97944 5.98203 1.45688 0.0086 0.2631 -0.5891 0.073
```
Positions in Å, forces in eV/Å.

2.
# C32H52N6O3

C32H52N6O3 in the gas phase (ωB97M-V/def2-TZVPD, the OMol25 dataset).

The lowest unoccupied orbital energy comes out at 0.6093 eV. Its HOMO energy is -8.07 eV. As for the spin multiplicity: 1. As for the energy above the lowest of the compared OMol25 structures with the same formula, charge and spin: 0.0 kJ/mol.

```
93
Properties=species:S:1:pos:R:3:forces:R:3:lowdin_charge:R:1
C 5.78108 7.32337 -7.81987 0.0725 -0.0060 0.2518 -0.121
H 4.73918 7.32345 -8.13263 -0.1023 0.0285 -0.0838 0.070
C 5.95202 6.52574 -6.53298 -0.1277 -0.1280 -0.3084 -0.281
C 5.51633 5.07226 -6.70365 0.1700 0.2276 0.4525 -0.239
C 5.69211 4.26374 -5.42034 -0.1727 -0.2381 -0.4128 -0.231
C 5.25389 2.81137 -5.59913 0.1955 0.0449 0.4038 -0.193
H 5.79666 2.37360 -6.43913 -0.0032 -0.0252 -0.0862 0.113
H 4.18811 2.77324 -5.83228 -0.0459 -0.0525 -0.0683 0.119
C 5.51746 1.95257 -4.35839 -0.0834 -0.1576 -0.3281 -0.195
N 4.71253 2.33086 -3.22126 0.2451 0.2565 0.0410 0.060
C 3.55309 1.67349 -2.92605 -0.0132 0.3523 0.2195 -0.557
O 3.22979 0.62185 -3.44257 -0.1303 -0.4263 -0.2602 0.053
N 2.77279 2.31477 -1.99641 -0.0573 0.1654 0.3071 0.100
H 3.19766 3.01339 -1.39745 0.0613 -0.1305 -0.0519 0.130
C 1.70654 1.59739 -1.33891 -0.0405 0.2279 -0.2562 -0.221
H 1.74737 0.55318 -1.66976 -0.0260 0.1627 0.0990 0.150
C 0.32906 2.19934 -1.72026 0.1128 -0.2920 0.0154 -0.082
C -0.79598 1.26168 -1.39522 -0.1076 0.2341 0.0049 -0.260
C -1.55161 1.40137 -0.23725 -0.0166 -0.0343 -0.2439 -0.059
C -2.54051 0.48948 0.08454 -0.1526 -0.0643 0.1103 -0.023
C -2.80848 -0.58398 -0.76098 0.0859 0.0258 -0.0690 -0.345
C -2.06999 -0.71298 -1.93816 -0.1752 -0.1556 0.1317 -0.007
C -1.07663 0.19376 -2.24220 -0.0237 0.0781 0.1470 -0.031
H -0.50147 0.07342 -3.14844 0.0795 -0.0211 -0.1430 0.121
H -2.29041 -1.53749 -2.59822 -0.0284 -0.1201 -0.0718 0.116
O -3.75018 -1.51038 -0.48575 -0.1583 0.0107 -0.2730 0.003
H -3.97128 -1.49688 0.48119 0.1811 -0.0683 0.1379 0.052
H -3.11448 0.60177 0.99280 -0.0729 0.0243 0.0666 0.105
H -1.36342 2.23576 0.42467 0.0363 0.0876 0.0777 0.119
H 0.35333 2.38869 -2.79468 0.0501 0.0492 0.0441 0.124
H 0.20412 3.15344 -1.20423 0.0069 0.0613 -0.0589 0.126
C 1.91330 1.71359 0.16998 -0.0029 -0.4653 -0.4378 -0.447
O 2.63645 2.56759 0.65035 0.1262 0.3112 0.2166 0.067
N 1.23470 0.82058 0.91143 -0.0897 -0.2133 0.2489 0.086
H 0.54634 0.23573 0.46170 0.0564 0.0631 -0.0948 0.127
C 1.14966 0.96430 2.35372 0.0288 0.2226 0.1784 -0.174
H 0.87260 1.99911 2.58738 0.0760 -0.1022 0.0127 0.126
C 0.13040 -0.00310 2.93904 0.3165 -0.1015 -0.0893 -0.174
H -0.12556 0.32727 3.94580 -0.0643 0.0406 0.0137 0.114
H -0.77840 0.03305 2.33544 -0.0708 0.0673 0.0298 0.098
C 0.65940 -1.43635 2.98051 -0.3855 -0.0385 0.0681 -0.134
H 1.10741 -1.68034 2.01513 0.1029 -0.0707 -0.0278 0.112
H 1.43942 -1.52247 3.73933 0.1103 -0.0192 -0.0082 0.122
C -0.43549 -2.47557 3.27115 0.5883 0.1538 0.0668 -0.231
N -1.44986 -2.44251 2.22408 -0.1369 -0.0781 0.2914 0.014
C -2.58527 -1.91547 2.72194 -0.2274 0.3870 0.1478 -0.382
N -3.74205 -1.67953 2.21688 0.0235 -0.3482 -0.4542 0.074
C -4.54765 -1.12818 3.29663 -0.0847 0.2389 0.0942 -0.127
H -4.77824 -0.07915 3.08307 -0.0722 -0.0134 0.0769 0.113
H -5.49091 -1.67598 3.35209 -0.0433 0.0992 0.1593 0.108
C -3.70824 -1.26781 4.60344 -0.2917 -0.0917 0.2931 -0.245
N -2.40345 -1.53358 4.03077 0.1614 0.0871 -0.4430 -0.003
C -1.23414 -2.18295 4.56222 0.0350 -0.2722 0.2577 -0.075
H -1.47993 -3.11623 5.08963 0.0475 0.0851 -0.0205 0.122
H -0.68882 -1.53044 5.24778 0.0706 -0.0641 -0.0220 0.125
C -4.21221 -2.38623 5.52164 0.0036 0.4047 -0.0782 -0.177
C -5.51354 -2.01272 6.22629 0.1748 -0.2404 0.0011 -0.264
C -6.00374 -3.13842 7.12881 -0.0263 0.2328 -0.1048 -0.112
H -6.92705 -2.85312 7.62689 -0.0896 -0.0590 0.0914 0.069
H -6.19151 -4.03869 6.54786 -0.0302 -0.1252 -0.0161 0.073
H -5.26117 -3.37042 7.88941 0.0495 -0.0656 0.0949 0.071
H -5.35062 -1.11208 6.82301 -0.0320 0.0779 -0.0378 0.111
H -6.28180 -1.78290 5.48588 -0.0287 0.0917 -0.0130 0.103
H -4.35556 -3.29480 4.93064 0.0487 -0.0984 -0.0226 0.127
H -3.45117 -2.59085 6.27955 0.0137 -0.1050 0.0258 0.112
H -3.68108 -0.32521 5.16385 -0.0732 -0.1013 -0.0228 0.145
C -1.34236 -3.22623 1.02005 -0.0669 -0.4280 -0.1688 -0.105
C -1.63985 -4.71074 1.23353 0.3378 0.2852 0.1680 -0.281
H -0.95096 -5.13076 1.97081 0.0212 0.0272 -0.0018 0.128
C -3.12919 -5.00866 1.48691 -0.2063 0.0480 0.2681 -0.136
H -3.28866 -5.77656 2.24214 -0.0136 -0.0328 0.0382 0.106
H -3.73777 -4.13940 1.72168 -0.0719 -0.0042 0.0950 0.087
C -3.25579 -5.53632 0.04997 -0.2170 -0.1382 -0.1594 -0.157
H -3.76394 -4.83723 -0.60929 -0.0542 0.0278 -0.0562 0.104
H -3.70956 -6.51911 -0.05630 -0.0601 -0.0047 -0.0590 0.099
C -1.72697 -5.48908 -0.09128 0.2232 -0.0868 -0.1549 -0.139
H -1.34665 -4.96103 -0.96319 0.0943 0.0011 -0.1097 0.105
H -1.25928 -6.47032 -0.04161 0.0370 -0.0268 -0.0255 0.105
H -0.32998 -3.10508 0.62017 -0.0835 0.0466 -0.0753 0.135
H -2.05405 -2.82975 0.29777 0.0891 0.0463 -0.1049 0.112
H 0.03039 -3.46621 3.31439 -0.1172 0.0695 0.0273 0.144
H 2.14252 0.78993 2.78182 -0.0841 0.0821 0.0498 0.127
H 4.84600 3.25798 -2.85186 -0.0907 -0.0743 0.0377 0.130
H 5.26475 0.91176 -4.57245 0.1566 0.0955 0.0586 0.116
H 6.57391 2.01495 -4.07770 -0.0406 -0.0705 -0.0568 0.118
H 5.10678 4.73279 -4.62575 0.0167 0.0582 0.0870 0.107
H 6.74304 4.28929 -5.11999 0.0549 0.0343 0.0739 0.116
H 6.10313 4.61255 -7.50241 -0.0244 -0.0472 -0.0838 0.115
H 4.46724 5.04342 -7.00700 -0.0495 -0.0362 -0.0847 0.117
H 5.36202 6.98895 -5.73857 0.0446 0.0006 0.0851 0.107
H 7.00006 6.55417 -6.22543 0.0116 0.0116 0.0949 0.107
H 6.09693 8.35424 -7.67732 0.0057 0.1192 -0.0856 0.066
H 6.37733 6.88905 -8.61946 0.0440 -0.0102 -0.1274 0.070
```
Positions in Å, forces in eV/Å.